Below is a molecular structure, C14H16F12INO3Si in a non-equilibrium geometry, with properties calculated with wB97M-V/def2-TZVPD.

Geometry as ORCA input:
```
! RIJCOSX wB97M-V def2-TZVPD def2/J DEFGRID3
* xyz 0 1
H -1.914 -1.843 -4.212
F 0.592 1.165 1.287
H 0.645 2.475 -1.758
O -0.543 -1.824 -2.791
H 4.183 -1.459 -0.847
C 3.304 -0.798 -1.044
O -0.445 -0.741 -0.400
C -2.309 -0.074 -3.040
F 1.242 -1.165 3.801
H -2.537 -2.163 -2.561
F 0.560 1.235 4.909
H -2.651 0.756 0.341
F 4.317 0.549 0.635
H -3.778 -0.330 -0.434
C 0.047 1.560 -1.570
H 0.338 1.122 -0.593
C 2.352 -0.476 1.428
H -0.509 2.294 2.742
C -1.446 1.861 -1.687
Si 0.416 -0.915 -1.822
C -1.139 1.705 3.412
F 3.249 -0.878 2.328
F -2.024 1.191 2.551
C 3.105 0.177 0.217
F -0.403 -0.982 2.340
H -1.729 2.392 -0.774
F 2.112 1.319 2.904
I 2.932 -2.726 -3.233
F 2.463 1.259 -0.207
H -1.681 0.525 -3.712
C -1.872 -1.537 -3.161
C 2.154 -1.703 -1.533
H -1.943 -2.063 -0.642
F 1.638 -1.537 1.022
H 2.062 -2.445 -0.734
H -1.683 2.475 -2.546
C 1.366 0.483 2.150
C -0.289 0.607 4.106
H -1.709 -1.386 0.967
H 3.602 -0.164 -1.882
F -1.732 2.476 4.357
F -1.120 -0.148 4.858
H -3.317 -0.038 -3.491
C -1.773 -1.125 -0.091
C -2.721 -0.009 -0.453
O 0.472 0.590 -2.499
N -2.340 0.663 -1.737
C 0.456 -0.350 3.098
*
```

**LUMO energy**: 0.0124 Ha
**Largest force on an atom**: 3.138 eV/A
**Energy relative to the best compared isomer or geometry (same formula, charge and spin)**: 1.06 kcal/mol
**Frontier orbital gap**: 8.62 eV

Formally, the Mulliken partial charges of the atoms, in units of the elementary charge, are as follows:
1. H 0.42
2. F -0.32
3. H 0.47
4. O -0.54
5. H 0.52
6. C -1.51
7. O 0.23
8. C -0.97
9. F -0.29
10. H 0.31
11. F -0.28
12. H 0.14
13. F -0.33
14. H 0.33
15. C 2.08
16. H -1.44
17. C 0.68
18. H 0.23
19. C -1.31
20. Si 0.40
21. C 0.15
22. F -0.30
23. F -0.18
24. C 0.65
25. F -0.20
26. H 0.37
27. F -0.32
28. I 0.06
29. F -0.20
30. H 0.37
31. C -0.51
32. C -0.67
33. H 0.16
34. F -0.31
35. H 0.59
36. H 0.37
37. C 0.44
38. C 0.66
39. H 0.55
40. H 0.51
41. F -0.31
42. F -0.32
43. H 0.46
44. C -0.36
45. C -0.72
46. O -0.31
47. N 0.18
48. C 0.38



Below is 5 unconnected molecules or ions with the total composition C12H19Cl16N3OP in a non-equilibrium geometry, with properties calculated with wB97M-V/def2-TZVPD.

Geometry as ORCA input:
```
! RIJCOSX wB97M-V def2-TZVPD def2/J DEFGRID3
* xyz 1 1
H -0.607 0.257 1.850
H 0.918 -0.190 0.142
Cl -0.244 -1.751 3.388
H -2.969 -0.618 2.100
Cl 3.059 3.425 -5.260
H -0.823 2.180 -0.497
H -2.594 0.824 -0.312
Cl 8.598 2.138 1.986
H -6.936 -0.531 -0.548
N 0.461 -2.842 -1.416
C 8.716 0.402 2.312
Cl 4.021 3.201 -1.753
H -3.733 -1.003 -1.488
C 0.006 -3.150 4.486
C 0.201 0.305 -0.517
C -4.459 -0.192 -1.584
Cl 3.137 0.684 -4.352
C -0.270 1.562 0.217
C 4.113 2.560 -0.120
H -5.279 -0.556 -2.203
H -1.821 1.619 1.796
H -6.790 0.805 0.642
H 0.707 -2.277 -2.216
Cl 4.037 1.352 -7.003
C -6.434 0.407 -0.304
H 0.607 2.060 0.629
Cl 3.138 3.557 0.969
C 2.868 1.739 -5.751
Cl -1.310 -3.198 5.640
Cl 0.015 -4.615 3.504
H -1.343 -0.557 -1.586
C -1.208 0.923 1.225
N -1.052 -0.598 -0.608
Cl 3.446 0.905 -0.149
P -0.457 -2.290 -0.319
Cl 1.231 1.488 -6.362
H -2.919 -1.888 0.912
Cl 9.234 -0.432 0.849
H 0.690 0.463 -1.478
Cl 5.768 2.502 0.447
H 0.090 -2.173 0.968
H -6.656 1.132 -1.092
O -5.363 -1.106 1.554
Cl 7.128 -0.203 2.804
C -2.089 0.077 0.302
Cl 1.542 -2.955 5.303
C -4.588 -0.603 0.779
C -3.090 -0.818 1.031
H -3.964 0.638 -2.100
N -4.971 0.234 -0.262
H -1.642 -3.017 -0.161
Cl 9.878 0.127 3.603
*
```

**LUMO energy**: -0.1057 Ha
**Largest force on an atom**: 1.344 eV/A
**Frontier orbital gap**: 9.82 eV

Formally, the Mulliken partial charges of the atoms, in units of the elementary charge, are as follows:
1. H -0.05
2. H 0.41
3. Cl -0.13
4. H 0.35
5. Cl -0.10
6. H 0.33
7. H 0.43
8. Cl -0.10
9. H 0.39
10. N -0.74
11. C 0.35
12. Cl -0.04
13. H 0.32
14. C 0.28
15. C -1.10
16. C -0.97
17. Cl -0.08
18. C -0.17
19. C 0.29
20. H 0.42
21. H 0.48
22. H 0.31
23. H 0.25
24. Cl -0.08
25. C -1.01
26. H 0.07
27. Cl -0.12
28. C 0.35
29. Cl -0.07
30. Cl -0.09
31. H 0.61
32. C -0.51
33. N 0.21
34. Cl -0.12
35. P 0.68
36. Cl -0.11
37. H 0.27
38. Cl -0.09
39. H 0.44
40. Cl 0.01
41. H -0.02
42. H 0.40
43. O -0.57
44. Cl -0.08
45. C 0.11
46. Cl -0.07
47. C 0.08
48. C -0.77
49. H 0.28
50. N 0.06
51. H 0.12
52. Cl -0.09



Below is 10 unconnected molecules or ions with the total composition C33H69F2NO14S9 in a non-equilibrium geometry, with properties calculated with wB97M-V/def2-TZVPD.

Geometry as ORCA input:
```
! RIJCOSX wB97M-V def2-TZVPD def2/J DEFGRID3
* xyz 0 1
C 6.065 -2.153 0.080
C -4.647 2.311 0.326
H -6.339 7.972 -2.043
C 8.372 -2.194 8.213
H -5.166 6.006 1.037
H -4.678 3.409 -2.310
O -7.458 0.630 -1.152
C -3.969 -7.701 -9.056
H -9.187 1.859 0.920
H -6.103 11.651 1.824
H 1.051 -5.103 -5.421
H 1.696 -4.746 -3.799
C -0.094 -0.160 -1.238
C 3.267 -2.091 -1.588
H -6.680 5.327 1.692
H -5.298 1.475 0.058
C -6.238 6.175 1.163
O 5.817 -3.619 3.169
H -5.056 10.969 3.096
C 2.430 0.203 -0.741
C -0.843 5.381 2.610
H -10.063 2.922 -0.211
H -4.528 -6.763 -9.065
H -1.242 5.994 1.799
O -0.021 -6.709 -2.388
O -2.434 -9.209 -7.468
H 4.090 -5.542 4.622
H -10.174 1.142 -0.381
C -4.119 2.471 -2.301
H -5.149 -8.697 -6.697
C 6.602 -3.824 9.403
C 0.824 -5.101 -4.352
H -4.853 12.670 2.603
S -3.045 -7.840 -7.507
C 3.872 -4.485 4.789
C -0.737 3.060 3.955
O -2.583 0.963 -0.713
C -9.522 1.978 -0.113
H -3.409 2.465 -3.132
H 3.479 -4.352 5.800
H 8.689 -1.597 7.354
H 9.223 -0.707 1.143
H -3.260 -7.707 -9.887
H 8.218 -1.537 9.072
S -1.547 3.720 2.478
H -0.729 -6.925 -5.906
O 2.431 1.543 -0.607
H -6.217 8.583 -0.373
C -5.099 11.664 2.254
S 5.408 -3.545 4.610
H -5.188 3.255 0.228
O 9.404 0.593 -1.320
H 9.460 -2.036 -0.207
O -6.633 5.125 -1.266
H -1.116 5.827 3.570
H -3.672 12.287 -1.076
C 5.626 -3.438 -0.897
C 8.691 -1.301 0.281
H -0.472 -0.206 -2.353
H 6.559 -3.065 10.188
H 3.841 -4.305 -2.454
H -9.679 1.292 -2.844
H 9.509 0.401 -2.312
H -5.038 -6.917 -6.527
H 7.431 -4.511 9.590
S -3.194 2.332 -0.753
H 5.436 -1.158 4.778
H 7.016 -5.179 -0.042
H -2.223 -0.909 -0.462
C 3.688 -0.840 -0.616
C 4.199 -3.426 -1.771
C -1.088 -1.170 -0.351
H 9.140 -2.936 8.440
H -5.344 12.374 -0.464
C -4.497 -7.861 -6.429
H -8.284 2.132 -3.571
O -0.931 -2.602 -0.771
H -1.753 -6.213 -4.620
H -0.187 0.951 -0.851
S 0.446 -6.786 -3.812
N 1.297 -0.734 -1.099
H 7.820 -3.338 0.933
S -7.035 6.322 -0.455
H -0.686 -1.130 0.759
C 1.806 -1.655 -2.186
C 7.474 -2.198 0.918
H 5.664 -4.384 9.388
H 3.139 -4.145 4.053
O 5.764 -1.982 7.653
H -4.312 2.192 1.359
O 9.029 -4.511 -1.617
H 0.347 3.083 3.817
H -4.162 -7.980 -5.396
H -1.016 3.652 4.830
O -3.013 3.826 2.777
O 1.234 -2.037 -3.358
C -6.039 7.722 -1.022
C 6.546 -4.807 -1.068
S -3.889 11.142 1.014
H 3.877 -1.741 4.139
C -4.289 12.435 -0.187
H 7.456 0.593 -0.449
H -4.803 1.625 -2.405
F 7.544 -4.671 -3.625
O -4.360 9.837 0.445
C -8.994 2.137 -2.741
H -0.025 -4.445 -4.150
H -4.654 -8.547 -9.159
C 4.660 -1.920 4.881
H 5.841 -5.703 -1.420
H -4.980 7.456 -1.010
H 7.734 -0.740 -1.781
H 7.255 -1.884 2.030
S 6.826 -3.033 7.791
C 7.779 -4.643 -2.136
H 4.240 -1.875 5.888
H -6.410 7.089 1.738
H -9.553 3.076 -2.749
H -4.071 13.414 0.245
H -1.061 2.027 4.098
F 5.387 0.340 1.131
H -0.573 -3.147 -0.010
H -1.454 -7.970 -4.657
C -1.019 -6.988 -4.854
C 8.232 -0.215 -0.859
S -8.070 1.999 -1.192
H 0.244 5.325 2.519
C 5.076 -0.816 0.255
*
```

**LUMO energy**: -0.0319 Ha
**Largest force on an atom**: 10.062 eV/A
**Frontier orbital gap**: 7.48 eV

These are the Mulliken partial charges, in e, on atoms 1 to 99:
1. C 0.65
2. C -0.81
3. H 0.41
4. C -1.00
5. H 0.21
6. H 0.31
7. O -0.69
8. C -0.97
9. H 0.31
10. H 0.29
11. H 0.40
12. H -0.25
13. C -0.60
14. C 0.30
15. H 0.32
16. H 0.36
17. C -0.87
18. O -0.53
19. H 0.31
20. C 0.21
21. C -1.07
22. H 0.36
23. H 0.35
24. H 0.31
25. O -0.63
26. O -0.61
27. H 0.34
28. H 0.36
29. C -0.96
30. H 0.37
31. C -1.01
32. C -0.31
33. H 0.38
34. S 0.57
35. C -1.02
36. C -1.08
37. O -0.56
38. C -1.12
39. H 0.39
40. H 0.37
41. H 0.30
42. H 0.27
43. H 0.31
44. H 0.33
45. S 0.77
46. H 0.34
47. O -0.59
48. H 0.34
49. C -0.94
50. S 0.37
51. H 0.14
52. O -0.56
53. H 0.15
54. O -0.50
55. H 0.34
56. H 0.31
57. C 0.35
58. C -0.44
59. H 0.24
60. H 0.32
61. H 0.18
62. H 0.38
63. H 0.34
64. H 0.35
65. H 0.37
66. S 0.45
67. H 0.30
68. H 0.26
69. H 0.22
70. C -0.06
71. C -0.61
72. C -0.26
73. H 0.37
74. H 0.30
75. C -0.95
76. H 0.31
77. O -0.47
78. H 0.39
79. H 0.31
80. S 0.47
81. N 0.40
82. H 0.16
83. S 0.39
84. H 0.20
85. C 0.34
86. C -0.47
87. H 0.31
88. H 0.31
89. O -0.59
90. H 0.39
91. O -0.47
92. H 0.37
93. H 0.29
94. H 0.35
95. O -0.66
96. O -0.59
97. C -0.93
98. C -0.67
99. S 0.41



Question: Look up the frontier orbital gap of the first one.
Answer: 8.62 eV



Question: Number 2 is which compound?
Answer: C12H19Cl16N3OP



Question: Which of these has the highest LUMO energy?
Answer: C14H16F12INO3Si



Question: LUMO energy of number 1 (C14H16F12INO3Si)?
Answer: 0.0124 Ha